The following is a DFT calculation (wB97M-V/def2-TZVPD) of a molecular structure, C16H43ClO6Si2Sm in a non-equilibrium geometry.

Element x y z (Å)
H (1.9980, 1.9112, -5.4771)
H (-3.1886, 0.2248, 4.5962)
Cl (-0.0637, -0.7076, 4.7158)
H (-1.5425, 2.0888, -3.1910)
H (-0.6098, -0.7314, -3.3702)
H (2.8860, 1.8303, -3.1422)
H (0.2918, 2.4462, -1.5433)
C (2.9213, 0.2352, 2.8761)
H (-5.7404, 0.3344, 1.2573)
H (4.9015, -1.3957, 1.0260)
O (0.8602, 1.2584, -3.1266)
H (1.1743, -2.8801, -0.6298)
H (2.9230, 2.7877, 0.0921)
H (-4.8003, 0.7568, 3.9901)
H (-4.6335, -0.2514, -0.0420)
H (-1.6901, -3.6378, -1.0627)
H (1.5675, 0.1741, -5.3871)
C (-1.5443, -1.0120, -2.8577)
H (-1.7235, 1.4467, 0.9781)
H (2.4924, 0.0761, -3.0477)
O (0.9697, -0.4525, 5.6678)
H (4.5455, 2.6304, 0.7840)
Si (-3.4966, -0.1710, 2.1386)
H (-5.3462, -1.4155, 1.1189)
H (2.3060, 1.0406, 3.3185)
H (-3.3919, 1.9176, 0.9808)
C (-0.7865, 2.8702, -3.3936)
C (2.2644, 0.9401, -5.0252)
O (-1.2842, -1.1718, 5.2290)
H (3.2736, 0.6820, -5.3556)
O (0.4313, -1.6879, 3.6538)
H (1.4081, -0.5802, 0.4249)
H (-1.1979, 0.3823, -1.2447)
H (-0.5409, -4.9108, -0.8190)
O (-0.6429, -1.4998, -0.5506)
C (2.2096, 1.0291, -3.5091)
Si (3.2744, 0.4936, 1.0359)
C (0.1731, -2.7777, -1.0768)
O (-0.3146, 0.5838, 3.9163)
H (-2.5057, -0.7631, -0.9539)
H (3.1581, 2.8375, 1.8530)
H (5.2111, -0.2912, -0.3345)
C (2.1914, -0.1348, -0.2422)
C (3.4944, 2.3523, 0.9213)
H (-4.4553, -0.9758, 4.2583)
H (-2.2650, -2.3014, 2.8637)
H (2.4813, -0.7399, 3.1209)
C (0.4881, 2.5375, -2.6292)
H (5.7339, 0.1344, 1.2937)
H (-2.5346, -2.2936, 1.0610)
H (0.3264, -2.7138, -2.1721)
H (3.8911, 0.2813, 3.4088)
H (-1.1925, 3.8570, -3.1271)
H (-2.3798, -0.4766, -3.3289)
H (-0.5704, 2.8710, -4.4848)
C (-2.6382, 1.4316, 1.6179)
H (-1.7318, -2.0990, -2.9338)
H (2.5399, -0.9909, -0.8294)
H (1.7383, 0.5280, -0.9596)
H (1.2639, 3.3142, -2.8028)
C (-2.4423, -1.6723, 1.9783)
H (-0.8151, -3.7960, 0.4671)
Sm (-0.5568, -0.5317, 1.8610)
C (-0.7572, -3.8678, -0.6082)
C (-4.9552, -0.3968, 1.0026)
C (4.9336, -0.3330, 0.7231)
H (-2.4673, 2.0793, 2.4902)
C (-4.0252, -0.0203, 3.9207)
C (-1.4925, -0.6830, -1.3832)

## Properties
orbital gap (spin up / spin down): 7.9 / 8.9 eV
total charge: +1
2S+1: 6